This record from the Open Molecules 2025 dataset describes 19 unconnected molecules or ions with the total composition H39O19. The level of theory is ωB97M-V with the def2-TZVPD basis set.

Values from the calculation:
Net charge: +1
ΔE to the lowest compared entry with this formula, charge and spin, kcal/mol: 50.0
Strongest force on any atom, hartree/bohr: 0.06043
Orbital gap, eV: 10.5

XYZ file:
```
58
Properties=species:S:1:pos:R:3:forces:R:3:mulliken_charge:R:1
O 1.719088 -3.555215 -1.857582 -1.4 -0.2 -1.3 -0.648
H 1.154942 3.615045 -1.216160 -0.4 0.3 -0.1 0.349
H 1.951808 -2.625223 -1.823648 0.7 -0.2 0.3 0.312
O -2.279972 -2.765454 0.808300 -0.2 0.4 0.2 -0.561
H -1.737746 -3.166345 0.082026 -0.1 0.5 -0.1 0.432
H 4.203676 -0.850205 2.940870 0.0 0.0 -0.3 0.275
O -1.195109 4.033474 1.011816 0.4 -0.3 0.3 -0.537
H -0.361497 -3.573662 -1.883370 0.3 0.5 -0.2 0.289
H 1.025053 4.605331 -2.416805 0.1 0.1 0.0 0.302
O -1.274363 -0.686076 1.519658 1.2 1.1 -0.4 -0.504
H -0.661703 -0.997933 2.216012 0.2 -0.3 0.1 0.444
H -2.144783 3.995833 1.126451 -0.1 0.3 -0.3 0.269
O 0.228050 -0.083010 3.846117 0.7 -0.4 -0.5 -0.624
H 0.191643 0.060302 4.792542 0.0 0.2 0.2 0.317
H 0.530703 0.756001 3.463113 -0.3 -0.3 0.6 0.287
O -2.254674 0.755173 -1.534191 0.6 0.7 -0.1 -0.651
H -2.785419 -1.106789 -4.170042 0.1 0.1 -0.3 0.283
H -3.099958 1.214781 -1.577852 0.2 0.6 -0.2 0.322
O -3.656103 -1.043782 -0.757177 -0.8 -2.5 1.6 -0.657
H 3.338146 1.096565 2.043310 0.9 0.0 0.4 0.367
H -3.072699 -2.421228 0.342067 0.0 -0.2 -0.4 0.407
O 0.525517 4.139016 -1.744229 0.0 -0.2 -0.1 -0.639
H -4.597881 -0.980831 -0.884277 -0.1 0.5 -0.4 0.212
O 1.990016 -3.413592 0.720934 -1.0 -0.5 0.9 -0.604
H 1.697206 -4.131100 1.302089 0.7 0.0 0.3 0.313
H 1.125911 -3.248747 0.319306 0.3 0.5 -0.6 0.322
O -0.791088 2.234618 3.085605 0.3 -0.4 -0.3 -0.547
H -1.858975 -1.539201 1.137116 0.2 -1.1 0.1 0.329
H -1.740766 -0.021054 2.044446 -0.8 -0.4 -0.1 0.373
O 3.541787 1.531328 1.207260 -0.9 0.2 -1.1 -0.660
H -0.955319 4.415722 0.160438 -0.2 0.0 -0.2 0.312
H 4.253435 2.167787 1.152885 0.4 -0.2 0.9 0.318
O -1.044522 -2.965572 -1.562709 -0.4 -0.5 0.7 -0.596
H -0.861618 -2.067642 -1.854244 0.1 -0.3 -0.4 0.230
H -1.120073 1.737002 2.329386 -0.5 0.3 0.0 0.276
O 1.136982 0.487795 -0.722041 1.5 -0.9 -1.1 -0.316
H 0.006095 2.575191 2.670823 -0.1 1.0 0.4 0.421
H -2.205640 0.240068 -2.346469 0.3 0.0 -0.8 0.305
O 3.271193 -0.599068 2.947240 0.3 0.1 0.2 -0.601
H 3.002651 -0.859595 3.830115 -0.4 0.0 0.2 0.300
H 0.913543 0.811506 0.144064 -0.8 0.3 -0.2 0.173
O -2.273574 -1.050093 3.706612 -0.5 -0.3 1.0 -0.455
H -2.812640 -1.832224 3.843108 -0.4 -0.3 -0.3 0.279
H -3.055913 -0.381673 -1.115632 -0.2 0.5 0.1 0.505
O 2.565676 0.162461 -3.343802 0.2 0.7 0.2 -0.608
H 0.777367 1.213840 -4.364233 0.2 0.0 0.0 0.305
H 2.260406 0.759553 -2.643746 -0.2 -0.4 0.4 0.269
O 0.246792 0.532693 -4.778259 -0.8 0.0 -0.1 -0.657
H 2.346318 -4.138070 -1.440368 0.6 0.5 0.4 0.314
H 0.881776 -0.124980 -5.076710 0.1 0.0 0.1 0.311
O -1.862399 -1.176425 -3.912826 0.2 0.4 0.9 -0.608
H -1.396098 -0.333992 -4.071112 0.0 -0.3 -0.8 0.370
H -2.013554 -0.852086 4.612694 0.1 0.3 -0.1 0.252
O 1.356601 3.004280 0.482897 1.2 -0.3 1.2 -0.454
H 0.815272 2.752188 1.227372 -0.9 0.5 -0.3 -0.102
H 2.225657 2.782441 0.893616 0.0 -0.1 -0.9 0.343
H 0.433122 0.318494 -1.347942 -0.7 0.4 0.7 0.245
H 3.397649 0.592381 -3.564862 0.3 -0.3 -0.3 0.296
```
Forces are in eV/Å.